(1)
{
  "formula": "C6H17NO",
  "method": "ωB97M-V/def2-TZVPD",
  "charge": 0,
  "e_homo_ev": [-8.31, -8.31],
  "e_lumo_ev": [0.16, 0.16],
  "multiplicity": 1,
  "largest_force_ev_per_a": 1.21,
  "gap_ha": [0.311, 0.311],
  "relative_energy_kj_mol": 342.0,
  "elements": ["O", "N", "C", "C", "C", "C", "C", "C", "H", "H", "H", "H", "H", "H", "H", "H", "H", "H", "H", "H", "H", "H", "H", "H", "H"],
  "coordinates": [[-0.190, -0.975, 1.977], [-0.957, 0.646, 0.151], [1.105, 1.934, 0.350], [-0.953, -2.588, -0.107], [0.094, -1.532, -0.149], [1.493, -1.838, 0.246], [-0.512, 2.369, -1.545], [-0.362, 1.960, -0.079], [1.688, 1.298, -0.319], [1.530, 2.938, 0.318], [-1.952, -2.153, -0.123], [-0.817, 0.235, 1.116], [1.201, 1.549, 1.366], [-0.849, -3.214, 0.775], [-0.877, 2.714, 0.539], [2.007, -2.251, -0.636], [0.002, 1.655, -2.193], [1.529, -2.513, 1.095], [2.018, -0.925, 0.522], [-1.563, 2.399, -1.840], [-1.925, 0.598, -0.149], [-0.085, 3.359, -1.719], [0.046, -0.942, -1.052], [-0.811, -1.524, 2.470], [-0.860, -3.198, -1.018]],
  "forces_ev_per_angstrom": [[0.302, -0.087, -0.805], [0.010, 0.220, 0.229], [-0.176, 0.053, -0.054], [-0.012, 0.110, 0.130], [0.318, -1.003, 0.592], [-0.110, 0.070, 0.117], [0.010, -0.049, 0.175], [-0.173, 0.039, 0.148], [0.000, -0.026, -0.005], [-0.006, -0.025, -0.014], [0.034, 0.011, -0.008], [-0.178, 0.405, -0.665], [-0.003, -0.027, -0.010], [0.006, -0.057, -0.061], [0.099, 0.045, -0.082], [-0.083, -0.016, 0.059], [0.008, -0.007, 0.006], [0.060, -0.064, -0.090], [-0.013, 0.021, -0.011], [0.021, -0.003, 0.017], [0.042, 0.113, 0.112], [-0.009, -0.022, 0.005], [-0.150, 0.328, 0.374], [-0.052, -0.088, -0.226], [0.057, 0.060, 0.066]],
  "nbo_charge": [-1.051, -0.862, -0.615, -0.692, 0.327, -0.694, -0.609, -0.043, 0.192, 0.208, 0.235, 0.450, 0.228, 0.224, 0.163, 0.221, 0.197, 0.236, 0.251, 0.203, 0.356, 0.209, 0.197, 0.440, 0.228]
}

(2)
{
  "formula": "C6H17NO",
  "method": "ωB97M-V/def2-TZVPD",
  "charge": 0,
  "e_homo_ev": -7.67,
  "e_lumo_ev": -4.82,
  "multiplicity": 1,
  "largest_force_ev_per_a": 8.07,
  "gap_ha": 0.104,
  "relative_energy_kj_mol": 998.9,
  "elements": ["O", "N", "C", "C", "C", "C", "C", "C", "H", "H", "H", "H", "H", "H", "H", "H", "H", "H", "H", "H", "H", "H", "H", "H", "H"],
  "coordinates": [[1.933, 1.666, -1.470], [-2.937, -0.927, 0.550], [0.118, -1.073, -1.295], [1.381, -0.981, -0.521], [-2.933, 0.170, -0.457], [1.331, 1.526, 1.253], [0.972, -0.973, 0.948], [0.398, 0.290, 1.584], [1.579, 1.511, 0.135], [1.767, -1.386, 1.485], [2.352, 1.517, 1.773], [0.319, 0.180, 2.675], [0.740, 2.393, 1.635], [-3.715, -0.055, -1.276], [1.913, -1.830, -0.722], [-1.969, 0.513, -1.085], [-0.605, 0.447, 1.168], [-3.231, -1.660, 0.078], [-0.620, -1.771, -0.831], [2.098, -0.099, -0.857], [-3.195, 1.218, -0.005], [-0.366, -0.116, -1.615], [0.134, -1.674, 1.003], [0.493, -1.388, -2.287], [2.042, 2.503, -1.864]],
  "forces_ev_per_angstrom": [[-0.427, -1.570, 0.883], [2.744, 7.563, 0.642], [0.047, 0.491, -2.757], [-0.745, 3.507, 1.182], [-1.409, 0.449, 0.196], [-0.541, -0.521, 1.651], [-0.958, 0.114, -0.075], [1.977, 0.747, -1.090], [-0.356, 0.646, 0.183], [1.284, -0.395, 1.372], [-1.405, -0.181, -0.602], [-0.159, 0.009, -0.240], [0.867, -0.102, -0.712], [1.250, 0.245, 0.976], [1.536, -2.373, -0.328], [-1.113, -1.275, 1.331], [0.082, 0.177, 0.195], [-1.800, -4.930, -2.972], [0.394, 0.486, -0.559], [-1.586, -1.525, 0.584], [0.534, -1.934, -0.206], [0.226, -0.327, 0.907], [0.147, -0.537, 0.225], [-0.890, -0.547, 0.070], [0.301, 1.785, -0.857]],
  "nbo_charge": [-0.855, -0.289, -0.597, -0.430, -0.556, -0.606, -0.395, -0.387, 0.295, 0.199, 0.209, 0.217, 0.201, 0.218, 0.200, 0.312, 0.190, 0.298, 0.191, 0.296, 0.248, 0.203, 0.188, 0.218, 0.434]
}